No. 1
{"formula": "C44H66AsF6O33", "method": "ωB97M-V/def2-TZVPD", "elements": ["As", "F", "F", "F", "F", "F", "F", "C", "C", "C", "O", "C", "O", "O", "H", "H", "H", "H", "H", "H", "C", "C", "C", "O", "C", "O", "O", "H", "H", "H", "H", "H", "H", "C", "C", "C", "O", "C", "O", "O", "H", "H", "H", "H", "H", "H", "C", "C", "C", "O", "C", "O", "O", "H", "H", "H", "H", "H", "H", "C", "C", "C", "O", "C", "O", "O", "H", "H", "H", "H", "H", "H", "C", "C", "C", "O", "C", "O", "O", "H", "H", "H", "H", "H", "H", "C", "C", "C", "O", "C", "O", "O", "H", "H", "H", "H", "H", "H", "C", "C", "C", "O", "C", "O", "O", "H", "H", "H", "H", "H", "H", "C", "C", "C", "O", "C", "O", "O", "H", "H", "H", "H", "H", "H", "C", "C", "C", "O", "C", "O", "O", "H", "H", "H", "H", "H", "H", "C", "C", "C", "O", "C", "O", "O", "H", "H", "H", "H", "H", "H"], "xyz": [[-6.7389, -25.1812, -2.2569], [-7.2317, -26.8933, -2.0532], [-6.1244, -25.5531, -3.9130], [-6.3882, -23.4329, -2.4070], [-7.3962, -24.9537, -0.5640], [-5.0839, -25.4701, -1.5858], [-8.4025, -24.8486, -2.9302], [-5.0165, -19.7620, 1.9294], [-4.0029, -19.0110, 2.7795], [-3.7823, -17.5688, 2.3562], [-4.0993, -16.8208, 3.4996], [-4.4878, -17.6304, 4.5019], [-4.9642, -17.2626, 5.5569], [-4.4625, -18.9035, 4.1018], [-4.4922, -20.1138, 1.0409], [-5.8894, -19.2614, 1.5105], [-5.2617, -20.6637, 2.4906], [-3.0102, -19.4585, 2.8282], [-4.3983, -17.3842, 1.4761], [-2.7822, -17.3314, 1.9936], [-1.8729, -21.8052, -6.8543], [-2.4909, -21.8289, -5.4434], [-1.4047, -21.9406, -4.3384], [-1.7982, -21.0041, -3.3490], [-2.6747, -20.2037, -3.9251], [-3.0913, -19.1890, -3.3510], [-2.9974, -20.5388, -5.1308], [-1.0092, -21.1416, -6.8978], [-2.6543, -21.3828, -7.4861], [-1.5473, -22.7759, -7.2282], [-3.3302, -22.5195, -5.3607], [-0.5020, -21.6008, -4.8462], [-1.2140, -22.9341, -3.9327], [-0.8970, -30.2122, -4.7962], [-1.8216, -29.0412, -5.2383], [-1.1371, -27.7624, -5.8621], [-1.5495, -27.8249, -7.1823], [-2.4394, -28.8258, -7.4236], [-2.9864, -29.0965, -8.4986], [-2.5774, -29.4881, -6.3166], [-0.1679, -30.0696, -3.9986], [-0.2413, -30.3726, -5.6520], [-1.4391, -31.1402, -4.6140], [-2.3707, -28.7357, -4.3476], [-0.0609, -27.8409, -5.7082], [-1.5156, -26.8942, -5.3224], [-12.7319, -26.6578, -0.3961], [-12.4483, -27.1663, 1.0528], [-11.6534, -26.2456, 1.9656], [-12.3437, -26.2125, 3.1420], [-13.4662, -26.9707, 3.0935], [-14.2509, -27.2622, 4.0441], [-13.6490, -27.3857, 1.8106], [-13.5599, -27.2172, -0.8315], [-11.8938, -26.7593, -1.0856], [-12.9404, -25.5885, -0.4329], [-12.0283, -28.1722, 1.0471], [-11.5309, -25.3010, 1.4356], [-10.6680, -26.6867, 2.1158], [1.5986, -27.2467, -0.6930], [0.9819, -27.7318, 0.6095], [-0.5061, -27.7866, 0.6726], [-0.7627, -29.0660, 1.1147], [0.4275, -29.7337, 1.2750], [0.4851, -30.9234, 1.5468], [1.4196, -29.0546, 0.8384], [2.6683, -27.4537, -0.6612], [1.4914, -26.1633, -0.7460], [1.1515, -27.7615, -1.5434], [1.2085, -27.2347, 1.5527], [-0.9475, -27.7170, -0.3216], [-1.0139, -27.1196, 1.3692], [-8.6853, -30.8621, -7.6900], [-8.7210, -30.0496, -6.3884], [-9.7646, -28.9580, -6.3651], [-10.7568, -29.4206, -5.4512], [-10.3452, -30.5725, -4.8059], [-10.8982, -31.2008, -3.8991], [-9.2056, -30.9630, -5.4030], [-9.6389, -31.3680, -7.8415], [-7.8546, -31.5602, -7.5872], [-8.5243, -30.1967, -8.5381], [-7.7781, -29.5314, -6.2140], [-10.1487, -28.8479, -7.3792], [-9.3605, -28.0405, -5.9374], [-5.6596, -32.0658, -0.9002], [-6.1299, -32.2676, 0.5503], [-7.3631, -31.4129, 0.9013], [-8.2257, -32.3928, 1.4466], [-7.8172, -33.6580, 1.0528], [-8.3242, -34.7311, 1.4658], [-6.6596, -33.5406, 0.4135], [-4.8864, -32.7603, -1.2287], [-5.3276, -31.0291, -0.9564], [-6.3981, -32.0667, -1.7018], [-5.2968, -32.2791, 1.2530], [-7.7848, -31.0176, -0.0228], [-7.2093, -30.6093, 1.6215], [-9.9512, -19.7623, -2.0967], [-9.3113, -19.1303, -3.4008], [-9.1961, -20.1068, -4.5491], [-9.8663, -19.3750, -5.5786], [-10.3686, -18.2171, -5.1567], [-11.0425, -17.5083, -5.9168], [-10.1367, -18.0861, -3.8961], [-9.3600, -20.5936, -1.7127], [-10.9418, -20.1378, -2.3534], [-10.0042, -19.1105, -1.2246], [-8.3850, -18.6156, -3.1455], [-9.7498, -21.0168, -4.3178], [-8.1455, -20.2883, -4.7758], [-6.9238, -24.4863, -10.4728], [-7.8659, -23.2620, -10.5258], [-8.1554, -22.5508, -11.8535], [-9.2461, -23.1668, -12.3123], [-9.9444, -23.6631, -11.2737], [-11.1335, -24.0074, -11.2881], [-9.0889, -23.8664, -10.2937], [-7.1483, -25.0176, -9.5479], [-5.8366, -24.4210, -10.5157], [-7.2478, -25.1250, -11.2945], [-7.5737, -22.5172, -9.7856], [-7.2843, -22.6424, -12.5023], [-8.3283, -21.5004, -11.6196], [-13.3718, -23.4701, -6.1655], [-14.3343, -22.8311, -7.1999], [-15.6542, -22.2477, -6.7462], [-15.7676, -21.0399, -7.4903], [-14.6159, -20.7424, -8.0130], [-14.4387, -19.6932, -8.6676], [-13.6762, -21.6864, -7.6456], [-12.4247, -23.4992, -6.7043], [-13.6010, -24.5020, -5.8996], [-13.1951, -22.8972, -5.2551], [-14.6108, -23.4657, -8.0419], [-15.5874, -22.0736, -5.6723], [-16.5016, -22.9332, -6.7548], [-5.0877, -28.4392, 5.8384], [-4.7688, -26.9299, 5.9045], [-5.3076, -26.0062, 4.8342], [-6.2971, -25.2882, 5.5200], [-6.3485, -25.6200, 6.7861], [-6.9968, -25.0528, 7.6682], [-5.5000, -26.5863, 7.0392], [-4.6579, -28.8686, 4.9335], [-6.1685, -28.5744, 5.8800], [-4.8092, -28.9082, 6.7821], [-3.6889, -26.8483, 6.0276], [-5.6807, -26.5216, 3.9492], [-4.5042, -25.3683, 4.4659]], "forces_ev_per_angstrom": [[-1.2, -0.2, 0.6], [0.8, 1.2, -0.4], [-0.5, 0.5, 1.6], [-0.1, -1.6, 0.1], [0.9, 0.1, -1.9], [-1.7, 0.2, -0.7], [1.9, -0.3, 0.6], [1.2, -1.1, -0.3], [0.2, 0.2, -0.9], [0.2, -0.2, -1.3], [0.0, 0.9, 0.3], [-2.1, 0.6, 1.5], [1.4, -0.4, -1.6], [-0.1, -0.2, 1.0], [0.1, -0.1, -0.1], [0.0, 0.4, 0.8], [-0.5, 0.0, -0.2], [-0.3, -0.8, -0.2], [-0.6, 0.6, 0.4], [0.2, -0.1, 0.5], [-0.7, 0.3, 0.5], [1.2, -0.6, -0.1], [0.2, -0.7, -1.1], [0.6, -1.2, 0.0], [-1.3, 4.9, 3.4], [0.8, -2.4, -1.5], [-0.8, -0.1, -1.8], [-0.1, 0.1, 0.2], [0.2, -0.2, -0.4], [-0.3, -0.1, 0.2], [0.2, -0.2, 0.0], [0.4, 0.1, 0.5], [-0.4, 0.2, 0.2], [0.6, 0.4, -1.3], [2.0, 0.3, 1.5], [-0.3, -1.6, 2.1], [0.1, 0.9, -2.1], [-0.6, 0.1, -3.1], [1.8, 1.2, 3.2], [-2.1, -2.1, 1.1], [-0.5, 0.6, 0.4], [0.0, -0.4, -0.3], [-0.2, 0.2, 0.0], [-0.9, -0.1, -0.5], [0.1, 0.2, -0.6], [0.0, 0.3, -0.5], [0.0, -0.2, 0.8], [-0.3, -0.6, -1.1], [1.4, -0.6, -2.5], [-1.4, 0.1, 2.5], [-3.0, -1.2, 2.2], [3.7, 1.6, -4.0], [-0.7, 0.4, 0.8], [0.0, 0.1, 0.1], [0.3, -0.4, 0.4], [-0.4, 0.0, 0.3], [0.4, 0.1, -0.5], [-0.1, 0.5, 0.7], [0.1, 0.3, 0.2], [0.3, 0.4, 1.1], [0.9, 1.5, 0.4], [-1.5, 0.4, -1.3], [0.5, -2.1, 1.4], [-2.6, -5.1, -0.3], [-0.2, 2.3, 0.3], [1.6, 0.9, -0.4], [0.0, 0.0, -0.1], [-0.2, 0.0, -0.3], [-0.1, 0.1, 0.0], [1.1, 0.8, -0.5], [-0.2, 0.4, -0.1], [0.4, 0.5, -0.3], [0.4, 0.7, 0.5], [-0.9, -0.3, -1.2], [-0.1, 0.1, 0.3], [-0.8, -0.9, 1.0], [-0.9, -0.7, 0.9], [1.4, 2.4, -2.9], [1.1, -0.4, 1.2], [0.1, -0.1, 0.1], [-0.2, -0.2, -0.4], [0.2, 0.0, -0.1], [0.4, -0.9, 0.7], [-0.5, 0.4, 0.3], [-0.1, 0.2, -0.4], [0.9, 2.0, 0.1], [0.2, 0.9, -2.9], [0.7, -0.3, -0.3], [-0.8, -1.4, 0.0], [-1.4, -2.6, 3.4], [1.5, 4.3, -2.2], [-1.1, -2.6, 0.8], [0.2, 0.1, 0.4], [0.8, 0.1, -0.2], [-0.8, -0.5, 0.6], [-0.1, 0.1, 0.2], [-0.1, 0.2, 0.1], [0.0, -0.2, 0.0], [0.6, 0.3, -0.9], [0.0, -0.2, 2.8], [-0.3, 0.7, 0.3], [0.9, -1.4, -1.4], [-2.7, 0.8, -3.8], [2.0, -1.3, 2.5], [-0.4, 1.4, 2.0], [0.2, -0.2, -0.5], [0.0, 0.0, 0.1], [-0.2, 0.5, -0.4], [0.2, -0.4, 0.0], [0.2, -0.1, -0.3], [-0.2, -0.2, -0.4], [-0.2, -0.1, -0.4], [2.4, -0.4, -0.1], [3.6, 1.1, 1.5], [-3.0, -0.6, -2.1], [-3.6, -1.9, -0.7], [3.7, 1.2, 0.0], [-1.9, 0.0, 2.3], [-0.1, 0.0, 0.0], [-0.1, 0.8, -0.1], [0.1, -0.2, 0.0], [-0.4, -0.2, 0.3], [-0.3, 0.0, -0.4], [-0.2, 0.2, -0.3], [-0.2, -0.3, -1.0], [-0.4, -0.8, 1.1], [0.1, -0.7, 2.1], [-2.2, -1.1, 0.7], [2.4, 3.8, -2.1], [0.0, -4.0, 2.1], [0.1, 2.1, -1.7], [0.1, -0.1, 0.1], [-0.3, 0.1, 0.0], [-0.4, 0.3, -0.2], [0.8, -0.4, -0.2], [0.1, 0.9, 0.1], [-0.2, 0.3, -1.1], [-0.2, 0.6, -0.6], [0.1, -2.9, -0.2], [0.9, -0.6, -0.7], [-1.0, 1.2, -1.6], [-1.5, 2.4, 3.7], [1.1, -1.5, -2.5], [0.8, 0.2, 1.8], [0.0, -0.5, 0.3], [-0.2, 0.1, -0.6], [0.8, -0.1, -0.3], [0.0, 0.5, 0.4], [-0.5, 0.0, 0.2], [-0.2, 0.5, 0.2]], "lowdin_charge": [0.921, -0.315, -0.318, -0.307, -0.330, -0.320, -0.329, -0.011, -0.328, -0.114, 0.084, -0.543, 0.136, 0.094, 0.088, 0.092, 0.089, 0.153, 0.128, 0.132, -0.017, -0.279, -0.083, 0.094, -0.602, 0.101, 0.111, 0.083, 0.086, 0.086, 0.160, 0.122, 0.136, -0.015, -0.287, -0.104, 0.065, -0.528, 0.120, 0.103, 0.076, 0.082, 0.086, 0.147, 0.128, 0.128, -0.007, -0.286, -0.141, 0.080, -0.459, 0.080, 0.066, 0.080, 0.084, 0.078, 0.150, 0.135, 0.139, 0.001, -0.323, -0.142, 0.070, -0.568, 0.128, 0.126, 0.088, 0.091, 0.088, 0.161, 0.137, 0.143, -0.021, -0.313, -0.102, 0.050, -0.484, 0.116, 0.068, 0.094, 0.086, 0.084, 0.153, 0.132, 0.138, -0.032, -0.304, -0.086, 0.046, -0.466, 0.093, 0.065, 0.085, 0.082, 0.090, 0.159, 0.134, 0.136, -0.005, -0.281, -0.073, 0.068, -0.588, 0.106, 0.109, 0.082, 0.084, 0.075, 0.151, 0.134, 0.138, -0.010, -0.308, -0.160, 0.090, -0.512, 0.125, 0.085, 0.086, 0.080, 0.089, 0.152, 0.142, 0.139, -0.001, -0.340, -0.098, 0.101, -0.510, 0.107, 0.071, 0.084, 0.081, 0.085, 0.155, 0.129, 0.136, -0.016, -0.317, -0.088, 0.108, -0.575, 0.120, 0.085, 0.083, 0.092, 0.087, 0.150, 0.140, 0.133], "lumo_energy_ev": 0.777, "e_homo_ha": -0.333, "energy_ev": -191412.9370, "gap_ev": 9.84, "total_charge": -1}

=====

No. 2
{"formula": "C25H32BO4Pd", "method": "ωB97M-V/def2-TZVPD", "elements": ["O", "C", "C", "H", "H", "C", "H", "H", "C", "H", "H", "H", "C", "H", "H", "H", "Pd", "C", "C", "C", "H", "C", "C", "H", "H", "H", "H", "C", "C", "C", "H", "C", "C", "H", "H", "H", "H", "O", "C", "C", "H", "H", "C", "H", "H", "C", "H", "H", "H", "H", "O", "B", "O", "C", "C", "C", "C", "C", "C", "H", "H", "H", "H"], "xyz": [[-0.8180, 1.2899, -1.9411], [0.4624, 1.4548, -2.5502], [0.1401, 2.8353, -3.1015], [0.5189, 0.5746, -3.2363], [1.2685, 1.2930, -1.8125], [-1.2507, 2.6026, -2.3349], [0.1559, 3.1311, -4.1681], [0.7326, 3.5395, -2.5131], [-2.5984, 2.4278, -3.0444], [-2.6470, 1.6072, -3.7897], [-2.9711, 3.3515, -3.5170], [-3.3228, 2.1442, -2.2600], [-1.2003, 3.6175, -1.2021], [-0.1913, 3.8226, -0.7946], [-1.8271, 3.4164, -0.3350], [-1.4942, 4.6169, -1.5940], [0.3931, -0.0589, 1.6854], [1.0094, 2.2739, 2.9980], [1.8336, 1.1025, 3.0214], [2.3106, 0.8877, 1.6539], [2.1015, 0.4923, 3.8698], [1.7082, 1.9044, 0.8322], [0.9460, 2.7613, 1.6771], [0.4386, 3.6678, 1.3587], [0.5377, 2.7230, 3.8708], [2.9810, 0.0911, 1.3304], [1.8946, 2.0528, -0.2266], [-1.7149, 0.1684, 3.4368], [-2.1138, 1.4313, 2.9698], [-2.1102, 1.4164, 1.5438], [-2.4357, 2.2600, 3.5920], [-1.7139, 0.1328, 1.0836], [-1.5075, -0.7066, 2.2793], [-1.5817, -1.7967, 2.1997], [-1.6235, -0.1566, 4.4692], [-2.4578, 2.2176, 0.9086], [-1.7431, -0.2467, 0.0573], [0.3196, -0.7961, -3.8479], [-0.0853, -0.0775, -5.0978], [0.4559, -0.7980, -6.3158], [0.3707, 0.9159, -5.1035], [-1.1602, 0.0826, -5.0153], [1.4466, -1.8194, -5.7623], [1.0377, -0.0948, -6.9118], [-0.3354, -1.2277, -6.9334], [1.2877, -1.8144, -4.2391], [2.4695, -1.5281, -6.0256], [1.2524, -2.8311, -6.1340], [2.2076, -1.6611, -3.6598], [0.9010, -2.7763, -3.9097], [0.6392, -2.8514, 2.5756], [0.5004, -1.5131, 3.0112], [0.5839, -1.4462, 4.4201], [0.7294, -2.7404, 4.8448], [0.7037, -3.2030, 6.1435], [0.8156, -4.6052, 6.2412], [0.5078, -5.4533, 5.1644], [0.3251, -4.9256, 3.8792], [0.6248, -3.5940, 3.7240], [0.6702, -2.5271, 7.0125], [1.1459, -5.0143, 7.1866], [0.5452, -6.5353, 5.2933], [-0.0689, -5.5077, 3.0435]], "forces_ev_per_angstrom": [[-0.6, 0.4, 0.8], [0.4, -2.1, -0.9], [-0.5, 0.3, 0.6], [0.8, 2.3, 1.2], [-0.2, 0.7, -0.3], [1.3, 0.2, -0.5], [0.0, -0.7, 0.4], [-0.2, 0.4, -0.6], [-0.4, 0.4, 0.2], [0.5, 0.5, 0.4], [0.2, -0.2, 0.2], [0.2, 0.1, -0.2], [-0.5, 1.3, 0.4], [-0.4, -0.7, -0.3], [-0.1, -0.2, -0.3], [-0.1, -0.5, 0.0], [-0.2, 0.5, -0.8], [0.8, 0.3, -0.3], [0.4, 0.9, -1.1], [0.3, 0.7, 0.4], [0.0, 0.2, 0.0], [0.4, -0.8, 0.6], [0.1, 0.3, 0.9], [0.0, -0.3, 0.1], [0.0, -0.2, -0.3], [0.0, 0.5, 0.1], [0.0, 0.0, 0.3], [-1.2, 0.2, -0.2], [-0.4, -0.3, -0.8], [-0.5, 0.1, 1.3], [0.3, 0.0, -0.1], [-0.2, -1.1, 0.3], [-0.3, 0.4, -1.3], [-0.4, 0.5, 0.4], [0.1, 0.2, -0.2], [0.1, 0.0, 0.2], [-0.2, 0.3, 0.5], [0.0, -1.9, -3.6], [0.2, 0.1, 1.2], [0.0, -0.1, 0.0], [0.0, 0.0, 0.4], [0.0, -0.3, -0.3], [0.4, -0.3, 0.3], [-0.4, 0.1, -0.2], [0.2, -0.1, 0.1], [-0.6, 0.1, 0.8], [-0.2, -0.2, -0.1], [0.2, 0.2, -0.1], [0.0, 0.2, -0.4], [-0.2, -0.1, 0.1], [-0.7, -1.0, 1.1], [1.6, -0.3, -0.6], [0.2, -0.7, 0.2], [-1.1, 0.2, 0.0], [0.8, -0.2, -0.5], [-0.5, -0.3, 0.0], [0.8, 0.3, 0.6], [0.1, 0.0, -0.2], [-0.2, 0.1, 0.2], [0.2, -0.4, -0.5], [-0.4, -0.3, 0.1], [-0.2, 0.3, 0.1], [0.5, 0.0, 0.2]], "lowdin_spin": [0.000, 0.000, 0.000, 0.000, 0.000, 0.000, 0.000, 0.000, 0.000, 0.000, 0.000, 0.000, 0.000, 0.000, 0.000, 0.000, 0.595, 0.044, 0.116, 0.011, 0.005, 0.095, 0.131, 0.009, -0.001, 0.002, 0.004, 0.278, 0.038, 0.256, -0.002, 0.079, 0.053, 0.009, 0.015, 0.016, 0.003, 0.000, 0.000, 0.000, 0.000, 0.000, 0.000, 0.000, 0.000, 0.000, 0.000, 0.000, 0.000, 0.000, 0.034, 0.158, 0.024, 0.008, 0.001, 0.000, 0.001, 0.002, 0.013, 0.000, 0.000, 0.000, 0.000], "lumo_energy_ev": [2.397, 2.394], "e_homo_ha": [-0.023, -0.123], "energy_ev": -38785.6200, "gap_ev": [3.01, 5.74], "total_charge": -1, "multiplicity": 3}

=====

No. 3
{"formula": "C4H11N2", "method": "ωB97M-V/def2-TZVPD", "elements": ["C", "C", "C", "C", "N", "N", "H", "H", "H", "H", "H", "H", "H", "H", "H", "H", "H"], "xyz": [[0.2270, -0.1000, 2.0318], [1.3094, -0.1672, 0.7115], [0.6856, 0.3682, -0.5696], [-0.0872, -0.4691, -1.3372], [-0.9087, -0.2460, -2.3686], [-0.9211, 0.5520, 1.4053], [-0.0295, -1.1713, 2.3776], [0.7328, 0.4993, 2.8375], [1.7766, -1.2095, 0.7319], [2.1272, 0.5272, 1.0042], [1.0170, 1.2818, -1.0241], [0.2087, -1.5538, -1.2892], [-0.6992, 0.4362, -3.3224], [-1.4549, -0.9831, -2.7997], [-1.8045, 0.7781, 1.9305], [-1.3263, 0.1340, 0.5194], [-0.5485, 1.3273, 0.7587]], "forces_ev_per_angstrom": [[2.0, -2.0, -1.4], [0.5, -0.1, 1.6], [-0.1, -1.9, -0.8], [2.4, -1.4, 0.2], [-0.6, 3.1, -5.5], [-2.6, 1.7, -1.7], [0.3, 2.0, -0.5], [-1.1, -0.5, -0.8], [-0.9, 1.4, -0.5], [-0.5, -0.5, -0.2], [-0.2, 0.9, 0.4], [-1.2, 0.7, 1.1], [-0.4, -1.8, 4.2], [0.5, -0.4, 0.7], [1.5, 0.2, 0.1], [0.8, -1.1, 1.3], [-0.4, -0.1, 1.7]], "nbo_charge": [-0.252, -0.434, -0.443, 0.030, -0.817, -0.738, 0.240, 0.250, 0.249, 0.238, 0.246, 0.224, 0.422, 0.408, 0.451, 0.459, 0.464], "lumo_energy_ev": -3.265, "e_homo_ha": -0.462, "energy_ev": -7297.2863, "smiles": "N/C=C/CC[NH3+]", "gap_ev": 9.30, "total_charge": 1}

=====

Per-record energy relative to the best compared isomer or geometry (same formula, charge and spin), kcal per mole: 199.5 36.5 84.4